# 1
Below is a 2-piece molecular cluster, C10H15NO2 overall at a distorted geometry, with properties calculated with the ωB97M-V functional and the def2-TZVPD basis.

XYZ file:
```
28
Properties=species:S:1:pos:R:3:forces:R:3
C 2.078357 -1.138746 2.195299 1.049 0.372 0.236
C -0.270815 1.877979 1.678337 0.757 -1.130 -0.620
C 0.855898 1.122030 2.026592 0.786 -0.929 -0.277
C -1.363082 1.202849 1.145179 -0.021 -0.260 1.031
C 0.901983 -0.267373 1.836974 -0.862 -0.854 0.351
C -1.358690 -0.202601 1.009758 -0.613 0.828 -1.004
C -0.221250 -0.934589 1.318723 -0.598 1.446 0.963
O -2.558073 1.800716 0.869718 -0.439 -0.298 -0.614
H -0.167550 2.937793 1.615934 -0.321 0.670 0.376
H 1.798051 1.564188 2.390317 -0.729 0.173 -0.170
H -2.608843 2.751863 0.987936 0.573 0.032 0.159
H -2.266530 -0.551089 0.472532 0.730 -0.368 0.754
H 2.189103 -1.401418 3.241752 -0.514 0.302 0.547
H 2.981377 -0.554766 2.004036 0.225 -0.339 -0.304
H -0.199519 -2.008260 1.253497 -0.107 -0.256 -0.113
H 2.154230 -2.139477 1.734314 -0.304 0.723 -0.474
C -0.361955 0.124305 -2.421360 -1.365 0.563 -1.944
C -1.519814 -0.851545 -2.652231 -0.431 -1.271 -0.347
C 0.922424 -0.581502 -2.219325 2.829 0.226 2.235
O 1.978249 -0.290030 -2.767401 -0.843 -0.046 -1.039
N 1.036485 -1.406120 -1.115071 -0.955 -0.022 -1.192
H -0.221737 0.716982 -3.382584 -0.185 -0.459 1.387
H -0.602829 0.801231 -1.608981 0.393 0.112 0.262
H -1.473369 -1.795914 -2.081390 0.248 0.509 0.149
H 1.883729 -1.947623 -1.048490 -0.147 0.093 0.134
H 0.219729 -1.616112 -0.566893 0.374 -0.283 -0.267
H -1.423016 -1.186085 -3.672723 -0.013 -0.296 -0.520
H -2.574349 -0.556400 -2.584903 0.484 0.764 0.302
```
Positions in Å, forces in eV/Å.

As for the energy relative to the best compared isomer or geometry (same formula, charge and spin): 102.2 kJ/mol. As for the highest occupied orbital energy: -8.5 eV. As for the SMILES: Cc1ccc(O)cc1.CCC(N)=O.

***

# 2
Below is one molecule with the formula C10H15NSi at a distorted geometry, with properties calculated with the ωB97M-V functional and the def2-TZVPD basis.

XYZ file:
```
27
Properties=species:S:1:pos:R:3:forces:R:3
C -0.289423 1.612252 -0.398526 -1.914 0.564 1.692
C 0.732829 0.493103 -2.078167 -0.827 0.515 1.273
C -1.984772 0.125670 0.706156 -0.681 -1.519 -0.816
C -0.986074 0.439377 -0.437753 0.555 0.950 0.882
C 0.732104 1.685575 -1.445384 -0.825 -0.870 0.275
C -0.302248 -0.461324 -1.474671 1.957 0.154 3.201
C -2.727146 -1.191770 0.781552 -1.483 0.381 -0.981
C 1.527492 2.857724 -1.879870 1.275 0.718 1.883
C 0.393160 -1.620300 -0.446238 -4.012 0.243 -0.225
C 1.102935 -0.493512 2.167703 -3.207 -0.729 -1.355
N -1.803871 -0.890274 1.863549 1.312 -0.106 -1.975
Si -0.266563 -1.707897 1.452154 2.588 2.207 -0.048
H -0.605235 2.345349 0.436311 1.060 -0.814 -1.642
H 1.429516 0.447998 -2.872381 0.266 -1.158 -1.012
H -2.605376 0.942108 1.067040 0.473 0.225 -0.286
H -3.834246 -1.184378 0.943954 1.045 0.174 0.419
H -2.525453 -1.987094 0.038353 0.379 0.438 0.343
H 2.272435 3.244555 -1.044473 -1.025 -1.128 -1.801
H 0.866576 3.706071 -1.944911 -0.334 0.397 -0.519
H 1.991951 2.624289 -2.850346 0.158 0.452 0.548
H 0.121247 -2.566565 -0.864570 -0.265 -0.759 -0.630
H -0.883881 -1.017571 -2.140741 -1.060 -0.491 -1.130
H 1.408283 -1.569746 -0.601150 2.461 0.363 0.467
H 0.870469 0.441023 1.667565 0.336 0.087 -0.588
H 0.731545 -0.292858 3.120081 0.278 0.121 2.274
H 2.093736 -0.796425 2.038826 1.486 -0.384 0.153
H -0.301547 -3.040821 2.104711 0.007 -0.030 -0.404
```
Positions in Å, forces in eV/Å.

As for the energy relative to the best compared isomer or geometry (same formula, charge and spin): 241.5 kJ/mol. As for the highest occupied orbital energy: -8.2 eV. As for the SMILES: CC1=C[C@H]2C[Si@@H](C)N3C[C@@H]3C2=C1.

***

# 3
Below is an isolated ion of composition C10H15O4S and charge -1 at a distorted geometry, with properties calculated with the ωB97M-V functional and the def2-TZVPD basis.

XYZ file:
```
30
Properties=species:S:1:pos:R:3:forces:R:3
C -0.466967 -1.486190 -0.419506 -0.609 -2.243 -1.904
C -0.463254 -0.710890 -1.689406 0.415 -1.148 -3.241
C -0.828524 1.430935 -0.639169 0.223 1.202 1.629
C 0.235116 0.582376 -1.268349 -1.499 -1.375 0.541
C -1.463863 0.593222 0.468075 1.838 -0.540 -2.104
C 0.337686 -0.796887 0.492801 -1.144 1.114 3.614
C 1.256074 0.184532 -0.175877 -1.948 0.839 2.303
C 0.584705 -1.436650 1.859457 -2.420 0.372 -0.453
C 1.637895 1.452198 0.827307 1.570 -5.148 0.510
C 2.481488 -0.504331 -0.643229 2.791 -0.428 1.067
O -3.451342 -0.159756 -1.235269 0.270 -0.050 -1.419
O -0.945763 -2.603259 -0.295925 -0.205 -0.156 0.319
O -3.469521 -0.780839 1.092056 -0.571 -0.650 0.736
O -3.748931 1.581843 0.449613 0.678 -1.147 -0.471
S -3.200422 0.236977 0.114870 -0.420 1.159 2.187
H 0.163938 -1.261617 -2.537990 -0.846 0.757 1.956
H -1.475766 -0.667007 -2.209978 1.165 0.448 1.153
H -0.317203 2.296407 -0.206553 -0.321 0.164 0.078
H -1.659612 1.850814 -1.195069 0.224 -0.283 -0.921
H 0.705072 0.909887 -2.093174 1.646 2.129 -2.888
H -1.470334 1.043928 1.419432 0.194 0.144 1.292
H 1.450558 -2.066179 1.951783 0.403 -0.287 -0.112
H -0.355792 -1.955806 2.200203 1.010 -0.151 -0.884
H 0.574084 -0.659750 2.580615 0.831 0.988 0.875
H 2.548550 1.111151 1.508360 -1.825 0.720 -1.378
H 0.781194 1.552649 1.436822 -0.666 0.668 0.762
H 1.903289 2.281199 0.272847 0.450 1.870 -1.074
H 3.093135 -1.138809 0.098648 -1.458 0.946 -0.147
H 3.158759 0.361465 -0.723015 0.427 -0.654 -1.346
H 2.405752 -1.241605 -1.440393 -0.206 0.739 -0.679
```
Positions in Å, forces in eV/Å.

As for the energy relative to the best compared isomer or geometry (same formula, charge and spin): 232.9 kJ/mol. As for the highest occupied orbital energy: -5.1 eV. As for the net charge: -1.

***

# 4
Below is C10H15SeSn as an isolated structure at a distorted geometry, with properties calculated with the ωB97M-V functional and the def2-TZVPD basis.

XYZ file:
```
27
Properties=species:S:1:pos:R:3:forces:R:3
Sn 0.384863 2.625600 -0.001693 0.675 -0.273 0.161
C 0.185891 0.002743 -1.214200 0.729 0.028 -0.153
C 1.086562 -0.344419 -0.224669 -0.518 -0.011 -0.802
C 0.373713 -0.244450 1.086970 -1.053 0.070 0.160
C -0.926325 0.139152 0.849386 0.571 -0.053 0.848
C -1.078090 0.293861 -0.586219 0.358 -0.091 -0.136
C -2.336472 0.457332 -1.333993 -0.069 0.196 0.184
C -2.018677 0.198963 1.867714 0.089 0.090 -0.026
C 0.937460 -0.710481 2.365956 0.030 0.164 0.116
C 2.435644 -0.909257 -0.356048 0.038 0.120 -0.207
C 0.360667 -0.095620 -2.693245 -0.042 0.123 0.026
H -2.517230 -0.447447 -1.919266 0.054 -0.156 -0.019
H -2.268552 1.265646 -2.068018 0.055 -0.073 0.055
H -3.188565 0.622419 -0.681508 -0.012 0.061 -0.051
H -2.115058 -0.766233 2.362599 -0.071 -0.047 0.047
H -2.971998 0.438062 1.405828 -0.080 0.056 0.102
H -1.807157 0.941237 2.639092 -0.073 0.003 -0.009
H 0.676976 -1.763751 2.511178 0.015 -0.065 -0.027
H 0.516473 -0.164370 3.207014 -0.012 0.041 0.062
H 2.019902 -0.626597 2.388627 0.085 0.033 0.019
H 2.474471 -1.904515 0.087951 -0.080 -0.137 0.035
H 3.160395 -0.309651 0.193894 0.056 0.205 0.110
H 2.752614 -0.967283 -1.391891 0.040 -0.044 -0.035
H -0.292075 -0.874530 -3.089232 0.030 -0.025 -0.115
H 1.385433 -0.349353 -2.942095 0.045 0.007 -0.105
H 0.107589 0.839760 -3.195250 0.027 -0.036 -0.054
Se 2.661546 2.653181 0.731121 -0.888 -0.185 -0.183
```
Positions in Å, forces in eV/Å.

As for the highest occupied orbital energy (alpha / beta): -12.0 / -12.0 eV. As for the net charge: +1.